Entry 1:
The following is a DFT calculation (the ωB97M-V functional and the def2-TZVPD basis) of a molecular structure, C33H60I3N3O3PS.

Geometry as XYZ:
```
104
Properties=species:S:1:pos:R:3:forces:R:3
C -4.303973 4.452006 0.445004 0.13 0.03 0.41
C -3.005499 4.556545 1.254986 -0.25 -0.13 -0.42
S -1.773974 5.666410 0.546120 0.43 0.38 0.20
C -1.537264 5.018311 -1.115706 -0.55 -0.76 -0.14
C -0.845914 3.685496 -1.203827 0.61 0.38 0.22
N -1.629300 2.629136 -1.489591 0.46 0.10 0.07
C -1.192757 1.368168 -1.684124 0.41 -0.69 -0.16
C -2.246943 0.340387 -2.015763 0.21 0.30 0.48
C -3.007380 -0.158577 -0.780059 -0.16 0.01 0.36
C -4.036694 0.848353 -0.258553 0.75 -0.03 -0.16
I -5.720281 -0.069651 0.631210 -0.11 0.13 -0.02
C 0.180116 1.111086 -1.588768 -0.28 0.68 0.28
C 0.783491 -0.255341 -1.824822 -1.30 0.62 0.00
C 0.733693 -1.256629 -0.691340 -0.15 -0.09 0.08
O 1.346203 -2.253157 -0.769487 0.89 -1.21 -0.02
O -0.107640 -0.991861 0.364435 -0.10 1.24 -0.37
C 0.449936 -0.891795 1.653562 -0.57 0.43 0.31
C -0.018223 0.317495 2.402645 -0.72 -0.27 -0.18
O 1.147510 -1.708646 2.118475 0.93 -0.89 0.05
C 1.032320 2.202493 -1.262608 -0.32 -0.26 0.02
C 2.481559 1.892750 -1.193491 0.82 0.12 0.30
I 3.286633 1.469651 0.701158 -0.39 -0.14 -0.11
C 3.230712 1.816427 -2.291497 -0.11 0.12 -0.15
C 2.633861 2.115645 -3.645616 0.23 0.28 0.19
I 5.257308 1.326467 -2.320654 -0.17 -0.01 0.05
C 0.541086 3.506879 -1.051105 -0.08 -0.32 0.07
P 1.507542 5.065118 -0.675634 -0.47 0.56 -0.20
C 1.798766 4.988525 1.143803 -0.04 0.08 -0.63
C 3.151439 5.004800 -1.529808 0.14 0.01 0.28
C 4.392442 4.940355 -0.637703 0.18 -0.04 0.00
H -5.139629 4.472938 1.136146 -0.23 -0.01 0.00
H -4.406617 5.297763 -0.226796 -0.10 0.08 -0.12
H -4.399171 3.523191 -0.103285 0.08 -0.11 -0.25
H -2.551025 3.591786 1.473502 -0.04 -0.16 -0.03
H -3.246153 5.002059 2.213051 0.22 0.19 0.20
H -0.951542 5.731794 -1.677408 0.12 0.34 0.09
H -2.515133 4.936967 -1.594396 -0.06 0.02 -0.10
H -2.619348 2.815236 -1.598787 -0.05 -0.05 -0.01
H -1.757647 -0.496419 -2.487699 0.00 -0.22 -0.28
H -2.963224 0.777834 -2.709088 0.00 -0.04 -0.28
H -2.308515 -0.339267 0.022733 0.28 -0.21 0.16
H -3.458024 -1.123971 -0.982298 -0.18 -0.04 -0.33
H -3.568093 1.438501 0.520452 -0.13 0.20 0.19
H -4.319457 1.534620 -1.053631 -0.60 -0.11 -0.03
H 1.807061 -0.161574 -2.141194 0.33 -0.13 0.08
H 0.262541 -0.729573 -2.651386 -0.06 -0.18 -0.16
H 0.838113 0.813203 2.833166 0.16 0.22 0.03
H -0.638303 -0.051345 3.216229 -0.01 -0.01 0.21
H -0.639049 0.972985 1.800826 0.17 0.23 -0.12
H 2.075659 3.048998 -3.612157 -0.20 0.06 0.01
H 1.951945 1.331607 -3.959919 -0.01 -0.21 -0.19
H 3.421636 2.255491 -4.373206 -0.01 -0.17 -0.27
H 0.910621 5.396607 1.603040 -0.27 -0.09 0.18
H 2.020832 4.000185 1.515000 0.17 -0.13 0.24
H 2.602437 5.689383 1.349988 0.22 -0.06 0.08
H 3.187593 5.948982 -2.064176 -0.14 0.16 -0.13
H 3.161679 4.249731 -2.304231 -0.04 -0.16 0.04
H 4.727955 5.941377 -0.386695 -0.01 0.16 0.12
H 5.225265 4.460111 -1.141637 0.06 -0.09 -0.17
H 4.242600 4.410636 0.295107 -0.09 -0.18 0.09
C -8.230132 -6.861320 -2.221592 0.01 -0.02 0.00
C -7.472457 -5.569688 -2.487887 0.02 -0.18 0.00
N -7.805429 -4.507265 -1.556422 0.01 0.15 0.02
C -7.307618 -3.208952 -1.962690 -0.06 0.16 -0.14
C -5.788246 -3.006156 -2.031320 0.09 0.13 0.01
C -7.649870 -4.831092 -0.149082 -0.06 -0.18 0.20
C -6.264401 -5.274789 0.342320 -0.02 0.07 0.09
H -9.306178 -6.685832 -2.210475 0.00 0.03 0.04
H -8.012233 -7.583527 -3.008680 0.01 0.00 -0.01
H -7.943983 -7.318911 -1.274118 -0.01 0.00 0.00
H -7.733459 -5.225705 -3.492165 0.04 0.12 0.02
H -6.393126 -5.791680 -2.505923 -0.01 -0.02 -0.03
H -7.736202 -2.450637 -1.300352 0.01 -0.06 0.08
H -7.723585 -2.992032 -2.951551 0.00 -0.10 -0.02
H -5.347440 -2.913198 -1.039086 0.02 -0.09 0.01
H -5.569312 -2.077518 -2.567443 -0.03 0.00 -0.01
H -5.284645 -3.814489 -2.562288 -0.04 -0.04 0.00
H -8.364509 -5.619840 0.095471 0.01 -0.03 -0.08
H -7.980067 -3.970276 0.438304 0.03 0.08 -0.10
H -5.798810 -5.994179 -0.332247 -0.02 0.00 -0.02
H -6.359793 -5.757771 1.316493 -0.01 0.00 0.00
H -5.583978 -4.433209 0.470291 0.04 -0.02 -0.07
C 9.370715 -2.739069 3.701395 0.00 -0.02 -0.01
C 8.057761 -2.034504 4.006346 0.07 -0.17 0.00
N 7.746427 -0.971282 3.067690 -0.06 0.14 -0.05
C 6.655529 -0.122349 3.501173 -0.07 0.15 0.17
C 5.259694 -0.747329 3.632793 -0.09 0.21 -0.07
C 7.730022 -1.351865 1.666287 0.13 -0.13 -0.20
C 6.767198 -2.465205 1.228322 -0.02 0.08 -0.11
H 10.192493 -2.024393 3.646938 -0.02 0.02 -0.04
H 9.595274 -3.454601 4.492569 -0.01 0.00 0.01
H 9.332015 -3.294728 2.763875 0.01 0.00 0.00
H 8.136802 -1.587803 5.000761 -0.09 0.08 -0.02
H 7.258211 -2.789781 4.067538 0.01 -0.01 0.03
H 6.598439 0.736608 2.823990 0.03 -0.05 -0.08
H 6.931823 0.298698 4.472854 0.06 -0.08 0.02
H 4.802127 -0.919058 2.658572 -0.01 -0.13 -0.02
H 4.604654 -0.063945 4.181036 0.02 -0.01 0.02
H 5.272422 -1.689403 4.179301 0.02 -0.02 -0.02
H 8.742997 -1.651006 1.387528 0.01 -0.03 0.08
H 7.534884 -0.454625 1.071352 -0.06 0.06 0.10
H 6.775494 -3.311049 1.916196 0.01 0.01 0.02
H 7.065491 -2.841479 0.247675 0.02 0.00 0.01
H 5.741216 -2.110448 1.133756 -0.03 -0.05 0.08
```
Forces are in eV/Å.

Computed properties:
**Highest occupied orbital energy**: -9.562 eV
**Total charge**: +1

Results of the Löwdin charge analysis, in e, for atoms 1 through 2:
1. C -0.1354
2. C -0.5152

Entry 2:
The following is a DFT calculation (the ωB97M-V functional and the def2-TZVPD basis) of a molecular structure, C48H50AsIrN5O.

Geometry as XYZ:
```
106
Properties=species:S:1:pos:R:3:forces:R:3
Ir 0.696699 0.015136 -0.081373 0.94 0.14 -0.36
C -3.169371 -0.037602 2.957848 0.10 -0.03 -0.02
C -2.289697 -1.120594 2.288432 -0.07 0.06 0.01
C -0.781244 -0.950699 2.446796 -0.05 0.31 -0.10
N -0.186261 0.198192 1.741061 -0.67 -0.93 0.18
C 0.103736 1.318005 2.356280 -0.05 0.32 0.27
C -0.033098 1.484269 3.773948 0.06 -0.01 -0.30
C 0.247648 2.550442 4.584715 0.06 0.11 0.02
C 0.670494 3.838463 4.246736 -0.01 0.06 -0.14
C 0.819118 4.362542 2.962564 -0.04 0.01 0.38
C 0.691118 3.745127 1.743436 -0.02 -0.50 -0.24
C 0.508991 2.364123 1.413581 -0.32 0.51 0.44
N 0.555776 1.943587 0.159989 0.42 0.96 -0.26
C 0.480118 2.992165 -0.882370 -0.11 -0.07 0.13
C 0.234858 2.445533 -2.254879 -0.19 0.06 0.01
C -0.934599 1.500742 -2.312392 0.02 -0.19 -0.24
N -0.616499 0.194898 -1.732142 0.32 -0.56 1.58
C -1.752023 -0.538413 -1.346126 -0.51 -0.17 -0.09
C -1.730627 -1.878306 -1.547983 -0.32 -0.03 -0.34
C -2.745003 -2.886096 -1.330455 0.40 0.06 -0.02
C -4.065849 -2.704962 -1.176445 -0.36 0.21 -0.04
C -4.776837 -1.442055 -1.199898 0.03 -0.36 -0.01
C -4.278232 -0.215361 -1.007751 0.29 0.14 0.05
C -2.891634 0.144834 -0.648864 -0.03 -0.01 -0.14
N -2.568159 1.040881 0.193057 -0.09 0.24 0.14
C -3.583699 1.642818 1.057998 0.25 -0.05 -0.04
C -4.182512 0.626058 2.025377 -0.11 -0.04 0.04
H -2.553330 0.737355 3.430403 -0.02 -0.04 -0.08
H -3.722265 -0.511207 3.769576 0.01 0.05 0.06
H -2.527868 -1.223492 1.233113 0.01 -0.07 0.08
H -2.504818 -2.090149 2.745554 -0.03 -0.01 -0.02
H -0.289141 -1.819328 2.046223 -0.03 -0.07 -0.05
H -0.555393 -0.923205 3.508687 0.16 -0.05 0.04
H -0.390226 0.617199 4.300590 -0.01 -0.02 0.06
H 0.101387 2.367538 5.642970 0.03 0.02 0.00
H 0.850842 4.519071 5.069452 -0.02 0.00 -0.01
H 1.065607 5.416818 2.913065 -0.01 -0.01 0.02
H 0.828630 4.403530 0.902756 0.06 0.02 -0.01
H 1.384190 3.605145 -0.869677 0.12 -0.11 -0.03
H -0.364914 3.629554 -0.611936 0.03 0.04 0.03
H 1.113981 1.946875 -2.608808 0.20 -0.06 -0.22
H 0.074714 3.283308 -2.935791 -0.05 0.03 0.05
H -1.134170 1.300060 -3.370316 -0.10 -0.06 -0.01
H -1.835235 1.947511 -1.884053 0.14 0.09 0.05
H -0.831430 -2.219808 -2.057162 -0.09 -0.11 -0.12
H -2.413337 -3.915356 -1.418595 0.09 0.04 0.06
H -4.680237 -3.596767 -1.130966 -0.01 0.05 0.03
H -5.846060 -1.513380 -1.365192 0.01 -0.02 -0.03
H -4.971632 0.619969 -1.044148 0.05 0.00 0.01
H -4.378127 2.155072 0.505247 0.01 -0.09 -0.11
H -3.069062 2.410157 1.643923 -0.08 0.06 -0.02
H -4.699277 -0.162254 1.473884 -0.08 0.07 -0.01
H -4.943046 1.147162 2.610277 0.03 -0.05 0.08
O 0.942933 -2.190071 -0.106677 -0.09 -0.14 -0.26
C 0.979210 -3.350690 0.786203 -0.08 0.02 0.02
C 2.172311 -3.385577 1.709852 0.03 0.10 0.04
C 2.172338 -2.464951 2.931502 -0.01 0.12 -0.01
C 2.695364 -1.049385 2.766660 -0.16 -0.21 -0.18
C 3.319405 -0.468604 3.870636 0.02 -0.07 -0.02
C 3.892678 0.782781 3.775753 0.02 0.05 0.02
C 3.864248 1.425481 2.547235 0.05 0.01 0.04
C 3.216127 0.800259 1.505746 -0.03 -0.12 0.03
N 2.600557 -0.396547 1.591888 -0.14 0.53 0.07
H 0.376614 -2.444247 -0.845714 -0.05 -0.05 -0.02
H 1.003894 -4.223084 0.135080 0.08 0.02 -0.07
H 0.049680 -3.398883 1.354039 -0.05 -0.08 -0.07
H 3.087010 -3.262177 1.139146 0.03 -0.11 0.00
H 2.197654 -4.411503 2.084209 -0.04 -0.01 0.02
H 2.810873 -2.924277 3.686543 0.01 -0.02 -0.01
H 1.180702 -2.445364 3.388032 0.00 0.02 0.01
H 3.371526 -1.027933 4.796720 0.00 0.02 -0.03
H 4.373861 1.235846 4.633413 0.00 -0.02 -0.03
H 4.336915 2.386763 2.393539 -0.02 -0.03 0.01
H 3.168559 1.285136 0.543202 -0.04 0.03 -0.07
C 6.086934 -3.033474 -1.959595 -0.01 0.01 -0.02
C 5.322142 -2.910393 -0.809924 -0.01 0.03 0.00
C 4.235384 -2.042251 -0.794516 0.19 0.02 -0.07
C 3.918625 -1.307711 -1.922700 -0.01 -0.14 -0.07
C 4.692698 -1.417982 -3.076429 0.03 -0.11 0.02
C 5.774210 -2.283559 -3.089777 0.02 0.00 0.02
As 2.444636 -0.066669 -1.949931 -0.06 0.07 -0.04
C 1.766398 -0.212073 -3.739036 0.06 -0.12 0.03
C 0.965124 -1.213621 -4.260671 0.00 0.06 -0.03
C 0.599730 -1.157989 -5.596740 0.01 0.03 -0.03
C 1.035406 -0.101231 -6.391550 0.00 -0.02 0.01
C 1.849780 0.891168 -5.867813 -0.03 0.04 -0.04
C 2.228605 0.837753 -4.530593 0.22 0.15 -0.02
C 3.142321 1.796811 -3.851670 -0.14 -0.10 -0.13
C 3.744869 2.895952 -4.448441 0.05 0.07 -0.04
C 4.606494 3.700479 -3.713569 -0.01 -0.03 0.00
C 4.888148 3.404799 -2.385258 -0.01 -0.02 -0.02
C 4.287281 2.309126 -1.775277 0.00 0.01 -0.07
C 3.404848 1.527497 -2.505317 -0.08 0.00 0.18
H 6.933078 -3.708939 -1.978868 -0.03 0.03 0.00
H 5.575711 -3.485811 0.073408 -0.02 0.04 -0.03
H 3.645952 -1.903448 0.091855 -0.01 0.03 0.06
H 4.456658 -0.837770 -3.959793 -0.01 -0.01 -0.02
H 6.377285 -2.373944 -3.984273 -0.02 0.00 0.03
H 0.633362 -2.040681 -3.647253 0.00 0.00 0.01
H -0.019641 -1.936524 -6.022356 0.01 0.02 0.00
H 0.747505 -0.060136 -7.433658 0.00 0.00 0.01
H 2.189854 1.697653 -6.505164 0.00 -0.03 0.00
H 3.555170 3.126630 -5.489365 0.02 0.00 0.03
H 5.076116 4.554019 -4.186753 -0.02 -0.04 0.02
H 5.584427 4.019331 -1.829090 -0.01 -0.02 -0.02
H 4.550726 2.062427 -0.754385 -0.02 0.01 0.00
```
Forces are in eV/Å.

Computed properties:
**Multiplicity**: 2
**Highest occupied orbital energy (alpha / beta)**: -12.470 / -12.444 eV
**Total charge**: +2
**Energy relative to the best compared isomer or geometry (same formula, charge and spin)**: 210.2 kJ/mol

Results of the Löwdin charge analysis, in e, for atoms 1 through 2:
1. Ir 1.2465
2. C -0.1586

Entry 3:
The following is a DFT calculation (the ωB97M-V functional and the def2-TZVPD basis) of 2 unconnected molecules or ions with the total composition C13H20P.

Geometry as XYZ:
```
34
Properties=species:S:1:pos:R:3:forces:R:3
C 1.823143 2.177440 1.174307 -0.17 -0.20 -0.11
C 2.593959 -0.082983 1.403375 -0.25 0.02 -0.11
C 2.783477 1.272822 1.618561 -0.01 -0.02 0.00
C 0.662038 1.758854 0.522157 0.04 0.37 0.08
C 1.449909 -0.577721 0.759394 0.21 -0.19 0.06
C 0.593010 0.406933 0.396192 -2.02 -0.84 -1.17
C -2.428745 0.164463 -2.134385 0.33 -0.10 -0.03
C -1.748070 -1.192651 -2.335005 0.10 0.25 0.17
C 4.004519 1.779640 2.316894 0.07 0.05 0.05
C -0.369898 2.704908 0.012930 -0.17 0.01 -0.07
C 1.229746 -2.034685 0.542930 -0.10 -0.18 -0.02
C -2.567423 -2.440947 -2.525643 0.01 -0.06 0.09
C -2.725563 -1.152650 0.503245 0.41 0.12 -0.06
P -1.516754 -0.441697 -0.681988 1.34 0.53 0.83
H 1.970840 3.236170 1.326122 0.00 0.15 0.00
H 3.329558 -0.801123 1.732263 0.13 -0.06 0.06
H -2.039817 1.000190 -2.700757 0.08 0.02 0.06
H -3.509702 0.170466 -2.049299 0.01 -0.03 0.10
H -0.866318 -1.155559 -2.969770 0.02 0.13 0.15
H 4.557565 2.456607 1.668007 0.07 0.03 -0.01
H 3.720418 2.338118 3.207728 0.05 0.01 0.06
H 4.660826 0.965876 2.610994 0.06 -0.01 0.03
H -0.473475 2.591021 -1.065828 -0.04 0.10 -0.03
H -1.336208 2.488380 0.469948 -0.04 0.08 -0.01
H -0.099088 3.732457 0.234217 -0.01 0.05 0.00
H 0.664545 -2.198364 -0.374898 0.05 -0.11 0.01
H 2.177656 -2.563834 0.476490 -0.02 -0.02 -0.02
H 0.667625 -2.454028 1.378154 -0.02 -0.07 0.01
H -2.863491 -2.519347 -3.570887 -0.05 0.00 -0.03
H -3.468666 -2.428168 -1.917116 -0.07 -0.04 0.00
H -1.992598 -3.331124 -2.273503 0.00 -0.02 -0.01
H -2.444512 -2.176397 0.746876 0.01 0.00 0.00
H -3.727259 -1.133770 0.081633 0.00 0.01 -0.05
H -2.711248 -0.559293 1.416659 0.00 0.02 -0.02
```
Forces are in eV/Å.

Computed properties:
**Highest occupied orbital energy**: -12.737 eV
**Total charge**: +1
**Energy relative to the best compared isomer or geometry (same formula, charge and spin)**: 0.0 kJ/mol

Results of the Löwdin charge analysis, in e, for atoms 1 through 2:
1. C 0.0191
2. C 0.0199

Question: Among the records above, which one has the highest total charge?
Answer: C48H50AsIrN5O